# 1
The following is a quantum chemistry calculation of 2 unconnected molecules or ions with the total composition C3H3BrO in a non-equilibrium geometry, from the Open Molecules 2025 dataset.

Atoms and positions in Å:
H1 -0.14 1.35 -0.09
O1 1.65 -2.67 -0.32
Br1 -3.26 0.29 -0.06
C1 0.86 0.80 -0.24
C2 0.84 -0.49 0.07
C3 1.54 -1.57 0.03
H2 1.76 1.28 -0.59
H3 -3.27 1.02 1.20

Calculated values
SMILES: C=C=C=O.Br
DFT total energy: -75246.4516 eV
Energy relative to the best compared isomer or geometry (same formula, charge and spin): 47.9 kcal per mole
Orbital gap: 8.42 eV

=====

# 2
The following is a quantum chemistry calculation of C18H25N3O2 in the gas phase in a non-equilibrium geometry, from the Open Molecules 2025 dataset.

Atoms and positions in Å:
H1 -3.86 1.07 -0.08
C1 -1.21 0.68 -2.32
H2 3.25 -0.58 -0.31
H3 2.92 -1.86 0.87
H4 -0.49 1.43 1.24
H5 -0.13 3.66 2.19
C2 2.47 -1.23 0.08
C3 3.06 2.56 2.14
H6 -3.84 -0.06 -1.45
H7 -2.82 2.09 -2.09
C4 -2.24 1.41 -1.46
H8 -1.72 2.02 -0.72
C5 2.22 4.79 2.96
C6 2.00 3.43 2.36
N1 0.15 -0.91 0.72
C7 2.86 1.31 1.60
C8 -3.22 0.48 -0.74
C9 1.34 -0.44 0.68
C10 0.51 1.75 1.49
H9 3.71 0.66 1.46
C11 0.72 3.00 2.03
H10 1.50 5.51 2.57
H11 -1.10 -0.51 -4.12
C12 1.57 0.88 1.26
C13 -1.48 -2.62 0.52
N2 -2.52 -0.51 0.05
C14 -2.52 -1.82 -0.28
H12 -2.51 -0.85 -3.13
H13 4.06 2.87 2.40
H14 0.58 1.18 -3.43
H15 -1.68 -2.53 1.59
N3 -0.14 -2.15 0.24
C15 0.69 -2.87 -0.59
C16 1.92 -2.11 -1.04
C17 -0.17 1.68 -2.83
O1 0.41 -3.99 -0.96
H16 3.23 5.14 2.75
H17 2.09 4.74 4.04
H18 -0.69 -0.05 -1.69
O2 -3.26 -2.33 -1.09
H19 -0.64 2.44 -3.45
H20 -1.53 -3.67 0.22
C18 -1.86 -0.06 -3.49
H21 -1.77 -0.19 0.65
H22 2.66 -2.82 -1.40
H23 1.62 -1.48 -1.88
H24 -2.45 0.63 -4.09
H25 0.33 2.17 -2.00

Calculated values
SMILES: Cc1ccc(C2=NN(CC(=O)NCCC(C)C)C(=O)CC2)cc1
DFT total energy: -27637.8802 eV
Energy relative to the best compared isomer or geometry (same formula, charge and spin): 32.7 kcal per mole
Orbital gap: 8.60 eV

=====

# 3
The following is a quantum chemistry calculation of C4H13N3 in the gas phase in a non-equilibrium geometry, from the Open Molecules 2025 dataset.

Atoms and positions in Å:
H1 -1.69 2.02 1.30
H2 3.10 -2.34 -0.87
H3 -2.30 1.98 -1.51
C1 -1.13 2.01 0.22
N1 -0.98 0.56 -0.19
C2 1.28 -1.37 -0.62
C3 -0.20 -0.21 0.90
N2 -2.04 2.57 -0.73
H4 2.97 -1.62 0.67
H5 -1.07 -0.35 1.70
C4 0.12 -1.55 0.36
H6 1.00 -1.99 -1.55
H7 -2.81 3.12 -0.38
H8 -0.49 0.60 -1.07
H9 1.61 -0.25 -0.94
N3 2.50 -2.05 -0.12
H10 -0.22 2.61 0.38
H11 0.44 -2.27 1.19
H12 -0.80 -1.93 -0.13
H13 0.70 0.43 1.40

Calculated values
SMILES: NCCCNCN
DFT total energy: -8827.1805 eV
Energy relative to the best compared isomer or geometry (same formula, charge and spin): 51.5 kcal per mole
Orbital gap: 9.87 eV

=====

# 4
The following is a quantum chemistry calculation of C5H6O2 in the gas phase in a non-equilibrium geometry, from the Open Molecules 2025 dataset.

Atoms and positions in Å:
H1 2.65 0.20 0.25
C1 -0.72 -1.97 0.18
O1 -0.05 1.50 -0.24
H2 0.35 -2.38 0.11
C2 1.75 -0.37 0.17
H3 -1.82 2.42 0.30
H4 1.71 -1.17 0.91
H5 -1.98 1.36 -1.26
C3 -1.53 1.38 -0.17
C4 -0.72 -0.62 0.13
C5 0.34 0.27 -0.06
O2 -1.77 0.31 0.49
H6 1.78 -0.94 -0.82

Calculated values
DFT total energy: -9371.5611 eV
Energy relative to the best compared isomer or geometry (same formula, charge and spin): 127.6 kcal per mole
Orbital gap (spin up / spin down): 7.48 / 7.48 eV

=====

# 5
The following is a quantum chemistry calculation of C6H6O in the gas phase in a non-equilibrium geometry, from the Open Molecules 2025 dataset.

Atoms and positions in Å:
H1 -2.92 -1.72 0.44
C1 -0.42 0.40 1.93
C2 0.17 -0.26 -1.02
H2 -0.09 0.12 -2.02
C3 0.47 0.72 1.18
H3 -1.33 -0.15 2.02
H4 0.86 -1.09 -1.17
C4 -2.04 -1.19 0.15
C5 0.89 0.88 -0.21
O1 2.27 0.89 -0.48
H5 0.49 1.84 -0.56
C6 -1.06 -0.77 -0.40
H6 2.71 0.32 0.16

Calculated values
SMILES: C#CC[C@H](O)C#C
DFT total energy: -8361.4765 eV
Energy relative to the best compared isomer or geometry (same formula, charge and spin): 116.0 kcal per mole
Orbital gap: 10.57 eV